Record 1
The following is a DFT calculation (ωB97M-V/def2-TZVPD) of a structure of composition C30H36BN4O4STc.

```
77
C30H36BN4O4STc ωB97M-V/def2-TZVPD
Tc 0.4722 -0.2111 0.2155
O 1.8909 0.4767 1.5055
N 1.5390 1.2644 2.5371
C 2.5507 1.8899 3.1777
C 2.3016 2.7134 4.2362
C 0.9732 2.8987 4.6400
C -0.0335 2.2489 3.9776
C 0.2418 1.4004 2.8899
S -0.9743 0.5513 2.0306
H 3.5249 1.6776 2.7650
H 3.1233 3.2091 4.7301
H 0.7420 3.5555 5.4676
H -1.0699 2.3736 4.2555
O -1.9588 -6.1615 2.8298
C -0.7582 -5.6392 3.3626
C -0.3858 -4.3934 2.6104
C 0.5032 -3.4737 3.1564
C 0.8340 -2.3484 2.4356
N 0.3383 -2.1054 1.2195
C -0.5060 -2.9974 0.6700
C -0.8938 -4.1441 1.3475
C -0.9636 -2.6619 -0.6922
C -1.5441 -3.5826 -1.5526
C -1.8325 -3.2113 -2.8547
C -2.4625 -4.1796 -3.8258
O -2.4011 -5.5264 -3.4076
C -1.5106 -1.9182 -3.2535
C -0.9343 -1.0541 -2.3495
N -0.6869 -1.4071 -1.0841
H -2.1980 -6.9580 3.3132
H 0.0616 -6.3604 3.2568
H -0.8584 -5.4018 4.4264
H 0.9275 -3.6217 4.1407
H 1.5149 -1.6011 2.8195
H -1.6042 -4.8299 0.9125
H -1.7493 -4.5912 -1.2259
H -2.0091 -4.0455 -4.8128
H -3.5228 -3.9394 -3.9239
H -1.4918 -5.8361 -3.4904
H -1.6781 -1.5878 -4.2703
H -0.6364 -0.0494 -2.6146
B 3.8872 -1.6394 -2.8151
C 2.7877 -1.1465 -1.8068
N 1.9585 -0.7938 -1.0818
H 3.3035 -2.2201 -3.7051
H 4.6181 -2.3794 -2.1956
H 4.4689 -0.6569 -3.2131
C -2.5003 2.2131 -2.4298
C -2.7352 2.3031 -0.9157
C -3.1324 0.9500 -0.3330
C -1.5706 3.0599 -0.2880
C -1.8413 4.3022 0.2778
C -0.8353 5.1986 0.5985
C 0.4629 4.8935 0.2271
C 0.7930 3.6648 -0.3381
C 2.1812 3.5182 -0.9521
C 2.1419 2.9446 -2.3713
C 3.2097 2.7741 -0.1045
C -0.2188 2.6852 -0.4502
O 0.1133 1.4292 -0.7975
H -3.2987 1.6463 -2.9154
H -1.5473 1.7296 -2.6477
H -2.4684 3.2102 -2.8709
H -3.6018 2.9558 -0.7739
H -2.3519 0.2020 -0.4635
H -4.0315 0.5923 -0.8420
H -3.3543 1.0295 0.7303
H -2.8774 4.5818 0.4360
H -1.0719 6.1546 1.0476
H 1.2447 5.6375 0.3399
H 2.5404 4.5489 -1.0405
H 1.9046 1.8821 -2.3591
H 3.1167 3.0654 -2.8475
H 1.3965 3.4595 -2.9811
H 2.9839 1.7131 -0.0449
H 3.2483 3.1882 0.9062
H 4.2012 2.8809 -0.5508
```

## Properties
Expectation value of S² = 2.013
Multiplicity = 3
Energy = -2188.62045 a.u.
Energy relative to the best compared isomer or geometry (same formula, charge and spin) = 7.25 kJ/mol
Total charge = 0
HOMO (spin up / spin down) = -7.43 / -7.55 eV

Record 2
The following is a DFT calculation (ωB97M-V/def2-TZVPD) of a cluster of 2 separate species, C9H16Si in total at a distorted geometry.

```
26
C9H16Si ωB97M-V/def2-TZVPD
C 5.0733 -0.2178 0.0020
C 1.8919 -0.6396 -2.1637
C 4.1804 -0.3051 0.9720
C 1.5255 -0.0368 -0.9800
C -2.1509 0.0785 0.3364
C -1.3114 1.0761 0.3690
C -1.8705 -1.2962 -0.1439
C -3.7388 0.3629 0.4777
C -1.5428 2.4315 0.7711
Si 2.2860 0.0705 0.7392
H 6.1234 -0.3139 0.0864
H 4.9026 0.4670 -0.8467
H 1.4549 -0.3221 -3.0322
H 2.4327 -1.5942 -2.1018
H 4.5926 -0.7106 1.8459
H 0.5724 0.5332 -1.0125
H -2.4172 -1.2616 -1.1198
H -2.3329 -2.0418 0.5501
H -0.8492 -1.4505 -0.3819
H -4.0096 0.1346 1.5718
H -4.3026 -0.3305 -0.2361
H -4.1449 1.3001 0.3419
H -2.5903 2.6780 0.9092
H -0.9531 2.5456 1.6124
H -1.1488 3.1957 -0.0617
H 1.5007 0.7147 1.7932
```

## Properties
Energy = -641.73220 a.u.
Energy relative to the best compared isomer or geometry (same formula, charge and spin) = 622.47 kJ/mol
Total charge = 0
HOMO (spin up / spin down) = -8.47 / -6.43 eV

Record 3
The following is a DFT calculation (ωB97M-V/def2-TZVPD) of a structure of composition C3H4LiO3Tl at a distorted geometry.

```
12
C3H4LiO3Tl ωB97M-V/def2-TZVPD
O 0.3145 1.2189 0.4504
C 1.4577 0.5490 0.2303
C -0.8907 0.5187 0.4625
O 2.5120 1.2021 0.2127
O 1.4104 -0.6859 -0.0571
C -1.6569 0.4204 -0.6444
H -1.2008 0.2245 1.4686
H -1.2067 -1.8059 1.0462
H -1.4111 0.9793 -1.5504
H -2.6175 -0.0919 -0.5568
Tl -0.1040 -2.0278 -0.7734
Li 3.3931 -0.5015 -0.2885
```

## Properties
Energy = -522.40664 a.u.
Energy relative to the best compared isomer or geometry (same formula, charge and spin) = 35.86 kJ/mol
Total charge = 0
HOMO = -6.57 eV

Record 4
The following is a DFT calculation (ωB97M-V/def2-TZVPD) of a cluster of 4 separate species, C6H20O4 in total at a distorted geometry.

```
30
C6H20O4 ωB97M-V/def2-TZVPD
C 3.5958 -14.3434 -5.7469
C 4.3202 -12.9569 -5.4117
C 4.6649 -12.1050 -6.5487
O 3.4624 -12.2277 -4.5762
H 4.2024 -14.9655 -6.4051
H 2.5977 -14.2273 -6.1692
H 3.5838 -14.8976 -4.8084
H 5.1902 -13.3094 -4.8578
H 5.7336 -11.8998 -6.6117
H 4.1096 -11.1672 -6.5299
H 4.3928 -12.6362 -7.4608
H 3.9293 -11.4148 -4.3692
C 10.0912 -17.1134 -6.1971
O 10.8054 -16.1934 -5.4031
H 9.8669 -16.6822 -7.1728
H 10.5471 -18.0483 -6.5228
H 9.1610 -17.3584 -5.6845
H 10.4433 -15.3051 -5.3665
C 15.6797 -18.9490 -1.7453
O 14.6094 -18.1759 -1.1590
H 15.4294 -19.1519 -2.7866
H 16.4317 -18.1600 -1.7508
H 15.9485 -19.7803 -1.0936
H 14.0892 -17.8300 -1.8879
C 13.3758 -10.9944 -6.1591
O 11.9695 -10.8851 -6.0930
H 13.7489 -11.7981 -6.7937
H 13.7006 -10.0739 -6.6442
H 13.7376 -11.1635 -5.1449
H 11.8323 -9.9381 -6.0152
```

## Properties
Energy = -541.44493 a.u.
Energy relative to the best compared isomer or geometry (same formula, charge and spin) = 288.22 kJ/mol
Total charge = 0
HOMO = -10.06 eV

Number 4 is which compound? C6H20O4